(1)
C14H28Br14 | the ωB97M-V functional and the def2-TZVPD basis

DFT total energy   -36586.45577 hartree
Energy relative to the best compared isomer or geometry (same formula, charge and spin)   8.7 kcal/mol
SMILES string   BrCCBr.BrCCBr.BrCCBr.BrCCBr.BrCCBr.BrCCBr.BrCCBr
HOMO energy   -9.9 eV
E_LUMO   0.194 eV

Last column: natural (NBO) charge in e.
Element x y z (Å)
Br -24.0833 -13.0460 -21.1950  -0.01
C -23.8960 -12.3080 -19.4319  -0.46
C -25.1749 -11.5957 -19.0644  -0.44
Br -24.8774 -10.4969 -17.4933  -0.01
H -23.1168 -11.5545 -19.5063  0.24
H -23.6048 -13.0569 -18.7075  0.23
H -25.9624 -12.2799 -18.7677  0.23
H -25.5091 -10.9279 -19.8460  0.23
Br -20.8331 -15.1130 -24.5126  -0.03
C -22.7437 -14.9075 -24.2079  -0.45
C -23.3366 -13.9936 -25.2102  -0.45
Br -22.8918 -12.1467 -24.8285  -0.03
H -22.8094 -14.4518 -23.2300  0.24
H -23.1978 -15.8815 -24.3475  0.24
H -24.4191 -14.0064 -25.0943  0.23
H -23.0478 -14.1815 -26.2341  0.24
Br -17.5286 -16.4998 -29.5486  -0.02
C -19.2935 -15.6821 -29.7548  -0.44
C -19.5413 -14.6832 -28.6482  -0.42
Br -21.4533 -14.2174 -28.7487  -0.05
H -19.9927 -16.5039 -29.7350  0.23
H -19.2424 -15.1723 -30.7076  0.23
H -18.9694 -13.7730 -28.7733  0.23
H -19.4556 -15.0673 -27.6408  0.24
Br -14.8380 -18.0191 -25.6395  -0.01
C -16.7185 -17.8793 -26.1054  -0.45
C -17.3631 -16.6662 -25.4722  -0.47
Br -16.7136 -14.9758 -26.1498  0.00
H -17.1684 -18.8032 -25.7520  0.23
H -16.7632 -17.8729 -27.1884  0.24
H -17.1823 -16.6694 -24.3967  0.23
H -18.4475 -16.6617 -25.5658  0.23
Br -21.8626 -16.5567 -21.3385  -0.01
C -23.1296 -16.0841 -19.9331  -0.44
C -23.2933 -17.2589 -19.0358  -0.48
Br -24.4325 -16.8774 -17.5412  0.01
H -24.0275 -15.7854 -20.4675  0.23
H -22.7445 -15.1877 -19.4560  0.22
H -22.3332 -17.6288 -18.6792  0.23
H -23.6913 -18.1176 -19.5760  0.23
Br -21.7338 -8.7340 -25.4707  0.02
C -21.4639 -8.7853 -23.5639  -0.46
C -22.8094 -8.9594 -22.8699  -0.45
Br -22.6034 -8.8539 -20.9541  -0.01
H -21.0657 -7.8035 -23.3101  0.22
H -20.7109 -9.4906 -23.2216  0.23
H -23.2911 -9.8996 -23.1190  0.23
H -23.4857 -8.1592 -23.1543  0.22
Br -20.8173 -17.9670 -27.2326  0.00
C -22.4969 -17.8528 -28.1534  -0.47
C -23.5531 -18.7868 -27.6148  -0.44
Br -24.0645 -18.3333 -25.7969  -0.01
H -22.2864 -18.0699 -29.2005  0.23
H -22.8378 -16.8215 -28.1222  0.24
H -23.2459 -19.8282 -27.6070  0.23
H -24.4548 -18.7150 -28.2183  0.23



(2)
C14H28Br14 | the ωB97M-V functional and the def2-TZVPD basis

DFT total energy   -36586.38220 hartree
Energy relative to the best compared isomer or geometry (same formula, charge and spin)   54.9 kcal/mol
SMILES string   BrCCBr.BrCCBr.BrCCBr.BrCCBr.BrCCBr.BrCCBr.BrCCBr
HOMO energy   -10.0 eV
E_LUMO   -0.007 eV

Last column: natural (NBO) charge in e.
Element x y z (Å)
Br 2.1341 -0.4162 -4.4479  -0.05
C 3.8028 -0.5696 -3.2913  -0.40
C 3.8387 0.6426 -2.2877  -0.44
Br 5.3156 0.3875 -0.9676  -0.01
H 4.6780 -0.7637 -3.9113  0.23
H 3.6387 -1.4984 -2.7450  0.22
H 2.9038 0.7883 -1.7465  0.23
H 3.9098 1.5441 -2.8962  0.22
Br 4.6028 -2.1781 4.2579  -0.07
C 6.4993 -2.9103 4.0278  -0.39
C 6.3123 -4.2158 3.1424  -0.42
Br 8.0832 -5.1528 3.3015  -0.04
H 6.9097 -3.0540 5.0273  0.24
H 7.0400 -2.1878 3.4163  0.23
H 6.1819 -4.1029 2.0661  0.23
H 5.4547 -4.8486 3.3709  0.23
Br -1.1216 -6.0577 1.0738  -0.04
C 0.8864 -6.2366 0.8060  -0.40
C 1.1072 -6.3750 -0.7107  -0.42
Br 3.0659 -6.6733 -1.1337  -0.04
H 1.2552 -7.1468 1.2789  0.22
H 1.3821 -5.3607 1.2247  0.23
H 0.7662 -5.4863 -1.2417  0.22
H 0.4969 -7.2038 -1.0693  0.23
Br 2.6383 5.5448 4.3028  -0.04
C 2.7515 7.1577 5.4424  -0.42
C 2.8108 8.3873 4.4371  -0.45
Br 2.5215 10.0574 5.3957  -0.01
H 3.6632 7.0629 6.0322  0.23
H 1.8156 7.0428 5.9893  0.23
H 2.0641 8.3204 3.6459  0.23
H 3.7768 8.4774 3.9404  0.23
Br -0.7367 -0.5168 0.9793  -0.01
C -1.2377 0.8344 2.2969  -0.44
C -1.7450 1.9688 1.4401  -0.43
Br -2.7956 3.2357 2.5546  -0.03
H -0.3597 1.0290 2.9127  0.23
H -2.0127 0.4949 2.9841  0.23
H -2.3199 1.7021 0.5533  0.24
H -0.8772 2.5191 1.0765  0.22
Br -4.2856 1.9184 -5.4054  -0.05
C -5.1866 1.5522 -7.1899  -0.40
C -5.1252 2.9483 -7.8660  -0.41
Br -5.8385 2.6536 -9.7225  -0.06
H -6.2357 1.3286 -6.9960  0.23
H -4.6595 0.7630 -7.7261  0.24
H -4.1438 3.3887 -8.0421  0.23
H -5.8170 3.6877 -7.4624  0.23
Br -8.2665 -2.9162 -1.4071  -0.03
C -6.7792 -2.0589 -0.4360  -0.43
C -7.3952 -1.1389 0.5818  -0.45
Br -8.2624 0.4047 -0.2518  -0.02
H -6.1069 -1.6187 -1.1723  0.24
H -6.2821 -2.8261 0.1578  0.23
H -6.6045 -0.6858 1.1797  0.23
H -8.1122 -1.6426 1.2302  0.23



(3)
C14H28Br4F2N3O2 | the ωB97M-V functional and the def2-TZVPD basis

DFT total energy   -11360.46501 hartree
Energy relative to the best compared isomer or geometry (same formula, charge and spin)   5.2 kcal/mol
Total charge   +1
HOMO energy   -12.1 eV
E_LUMO   -3.343 eV

Last column: natural (NBO) charge in e.
Element x y z (Å)
C 0.8262 -5.1945 0.0435  -0.26
O -0.2822 -4.3067 0.1436  -0.54
C -0.8445 -3.9472 -1.0794  -0.07
C -0.1903 -2.7506 -1.7709  -0.08
C -1.0695 -2.2662 -2.9230  -0.26
N -0.5251 -0.9260 -3.1869  -0.03
F -1.6237 -0.0698 -3.4166  -0.23
C 0.0086 -0.5032 -1.9464  0.67
N 0.5673 0.6726 -1.8329  -0.50
C 0.7573 1.7081 -2.8790  -0.22
C -0.4166 2.6704 -3.1410  -0.46
C -1.0594 2.5967 -4.5423  -0.06
O -2.4718 2.7016 -4.4460  -0.72
N -0.0904 -1.4632 -1.0000  -0.39
C 0.7703 -1.3757 0.2018  0.38
C 0.0098 -1.5236 1.4963  -0.66
F 1.7764 -2.3026 0.0476  -0.34
H 1.4414 -5.0539 0.9344  0.21
H 1.4475 -4.9776 -0.8342  0.17
H 0.4681 -6.2272 -0.0011  0.19
H -1.9061 -3.7276 -0.9079  0.20
H -0.7924 -4.7794 -1.7986  0.20
H 0.7969 -2.9985 -2.1754  0.22
H -1.0757 -2.9093 -3.7999  0.25
H -2.0929 -2.1170 -2.5524  0.23
H 0.9509 0.9070 -0.9314  0.43
H 1.6031 2.2810 -2.4911  0.23
H 1.1066 1.2054 -3.7876  0.23
H -0.0030 3.6759 -3.0143  0.22
H -1.2002 2.5450 -2.3906  0.25
H -0.7122 3.4446 -5.1429  0.18
H -0.7627 1.6770 -5.0556  0.17
H -2.8811 1.9210 -4.8162  0.48
H 1.2680 -0.4013 0.2013  0.15
H -0.4353 -2.5081 1.6162  0.26
H 0.7091 -1.3413 2.3166  0.25
H -0.7602 -0.7475 1.5314  0.24
Br -0.6323 -0.3050 5.7367  0.00
C 1.3059 -0.3891 5.8168  -0.45
C 1.9452 0.9075 5.3977  -0.43
Br 1.7677 1.2003 3.4813  -0.05
H 1.6041 -1.2128 5.1762  0.22
H 1.5646 -0.6191 6.8475  0.24
H 3.0110 0.8966 5.6115  0.24
H 1.4815 1.7702 5.8660  0.24
Br -1.0027 2.3814 1.3042  -0.06
C -1.0969 4.2686 1.7792  -0.42
C -0.1803 4.5749 2.9359  -0.46
Br -0.8471 3.8497 4.6073  0.01
H -2.1387 4.4646 2.0096  0.24
H -0.8018 4.8263 0.8942  0.23
H -0.0997 5.6504 3.0742  0.24
H 0.8075 4.1473 2.7926  0.23



(4)
C14H28BrF6N5O9S2V | the ωB97M-V functional and the def2-TZVPD basis

DFT total energy   -6414.78103 hartree
2S+1   2
HOMO energy (alpha / beta)   -8.3 / -8.3 eV
E_LUMO (alpha / beta)   0.132 / 0.186 eV

Last column: Löwdin spin population.
Element x y z (Å)
O 0.2665 -0.4175 -0.6612  -0.25
V 0.6882 -1.5266 0.4565  1.20
C 4.3132 -3.3948 -0.4542  0.00
F 5.5134 -3.5697 -1.1054  0.00
F 3.9201 -4.5041 0.0550  0.00
F 4.4731 -2.5017 0.5843  0.00
S 3.0021 -2.6133 -1.5914  0.00
O 3.2294 -1.2194 -1.5831  0.00
O 3.1838 -3.2392 -2.9109  0.00
N 1.4449 -2.9557 -0.8407  0.01
S 1.0049 -4.4669 -1.3814  0.00
O 2.0959 -5.3745 -1.6624  0.00
O 0.0140 -5.0193 -0.4426  0.00
C -0.0598 -4.0521 -3.0163  0.00
F -1.1192 -3.3537 -2.7236  0.00
F 0.6683 -3.3733 -3.8686  0.00
F -0.5209 -5.1672 -3.4810  0.00
Br 1.1657 -2.8465 2.5810  -0.01
C -2.3862 -2.4854 0.7178  0.00
O -1.2291 -2.4109 0.2843  0.01
N -3.2704 -1.4986 0.5803  0.00
C -4.6550 -1.6107 1.0975  0.00
C -3.0204 -0.2619 -0.2412  0.00
H -2.8798 -3.3628 1.1637  0.00
H -5.4038 -1.7321 0.3148  0.00
H -4.8457 -0.7266 1.7058  0.00
H -4.9133 -2.4662 1.7216  0.00
H -2.0493 -0.1490 -0.7232  0.00
H -3.7543 -0.0702 -1.0240  0.00
H -3.1187 0.5662 0.4607  0.00
C -0.4893 1.0748 2.5326  0.00
O -0.2319 0.1508 1.8015  0.00
N -1.4938 1.1489 3.4344  0.00
C -1.8543 2.3844 3.9829  0.00
C -2.3218 0.0790 3.9125  0.00
H 0.0390 2.0406 2.5446  0.00
H -2.2264 2.2921 5.0032  0.00
H -2.7389 2.6290 3.3949  0.00
H -1.1107 3.1795 3.9291  0.00
H -2.0388 -0.7527 3.2674  0.00
H -1.9902 -0.1576 4.9235  0.00
H -3.3839 0.3109 3.8328  0.00
C -0.7032 2.5493 -1.7723  0.00
O -1.1899 2.3329 -0.6997  0.00
N -1.2263 3.3934 -2.6975  0.00
C -0.6197 3.3585 -3.9867  0.00
C -2.4706 4.0993 -2.5516  0.00
H 0.2201 2.1363 -2.2073  0.00
H 0.3057 2.7861 -4.0509  0.00
H -0.4020 4.3723 -4.3225  0.00
H -1.2558 2.9694 -4.7818  0.00
H -3.0211 4.2027 -3.4867  0.00
H -3.0534 3.5511 -1.8114  0.00
H -2.3114 5.0603 -2.0625  0.00
C 3.5030 0.2991 1.2001  0.00
O 2.3722 -0.3195 1.1222  0.01
N 3.6658 1.4453 0.6137  0.00
C 4.9052 2.2093 0.6411  0.00
C 2.5052 2.2821 0.2831  0.00
H 4.4075 -0.0796 1.7007  0.00
H 4.9910 2.5578 -0.3882  0.00
H 5.7565 1.5828 0.9071  0.00
H 4.9582 3.1199 1.2378  0.00
H 1.5698 1.7228 0.3016  0.00
H 2.4391 3.1382 0.9544  0.00
H 2.7380 2.6545 -0.7145  0.00



Molar mass, record by record: 1315.034, 1315.034, 628.009, 719.374 g mol⁻¹